Formula: C52H102B2Cl3F8N14
Source: the Open Molecules 2025 dataset
Level of theory: ωB97M-V/def2-TZVPD

Positions of all 181 atoms, in Å:
Cl -0.0785 0.2210 -5.1082
Cl -0.0184 1.5765 2.1667
Cl 5.3714 -3.6996 -3.3572
F -4.4878 4.8222 -1.4083
F 6.1216 -0.0847 2.4766
F 4.1447 0.9622 2.3542
F 5.0653 0.5210 4.4286
F -6.0436 3.0903 -1.4657
F -4.0443 2.7009 -0.3913
F -5.4857 4.1510 0.5107
F 6.0663 2.1151 3.0263
N -4.9071 -0.0533 1.7439
N 3.6792 4.1512 0.2023
N -6.4871 -1.4282 1.5663
N 1.1590 -3.7457 -4.3701
N 8.0746 -5.4309 0.0593
N 3.1055 -0.9510 -0.6377
N 9.6715 -6.7601 -0.0501
N 0.9845 -2.0267 4.1228
N 0.6614 -4.3688 -2.4631
N -1.9565 5.7513 2.1238
N -0.0011 -3.8172 4.8327
N 1.2175 -0.3347 -1.2551
N -4.2308 0.0747 -4.2702
N 4.3145 4.4671 2.1709
C -5.7175 -0.1512 -3.9700
C -6.9339 -3.5312 0.3924
C 0.7752 -5.0379 -1.1327
C 3.5350 4.2910 -1.2778
C -4.4584 -0.2547 -8.0506
C 3.2534 3.5449 2.2264
C -2.4563 6.8374 4.1334
C 1.0965 -3.0804 4.8731
C -1.3852 6.7033 3.1057
C -5.9211 0.6185 1.1362
C -0.4317 -3.6551 -2.9141
C -5.7749 -0.2121 -2.4673
C -3.9367 1.4818 -3.9670
C 9.2151 -6.6413 -1.3336
C 1.7718 -1.0012 -2.3377
C -0.8850 -3.1795 4.0136
C 8.2033 -5.7818 -1.2515
C -4.3550 -0.8028 -2.0692
C -3.0263 6.3505 1.2359
C 3.0347 -1.3865 -1.9740
C -6.9044 -0.2576 0.9747
C 10.8531 -7.5938 0.3681
C 2.0955 4.7302 -1.5582
C 5.1161 4.9140 3.3565
C 2.7753 3.4064 1.0231
C -0.8836 5.0638 1.3523
C -0.2760 -2.0330 3.5800
C -2.5713 4.6746 2.9390
C 2.0034 -0.9426 3.8581
C 1.8720 -3.4796 -5.6376
C 4.2999 -1.1960 0.2233
C -3.8245 -0.3589 -5.6776
C -3.3468 7.8237 -0.6574
C 1.5470 -4.4658 -3.3905
C -3.1543 5.4659 4.1477
C -2.4804 7.5886 0.5827
C -3.5614 0.5286 2.1257
C -0.0854 -3.1623 -4.0564
C 7.3979 -3.5516 1.5489
C -0.8836 -5.0289 6.8109
C 6.9422 -4.5925 0.5298
C -3.4736 -0.7602 -3.3132
C 1.3166 -4.0478 -0.0691
C 2.0262 -0.3685 -0.2423
C -0.4778 1.5854 -1.4941
C -4.4965 0.4425 -6.7167
C 4.5357 4.7706 0.9572
C -0.2102 0.1341 -1.2167
C -0.1728 -5.1866 5.4589
C -5.2664 -1.2656 2.0461
C -7.2430 -2.7131 1.5906
C 8.9966 -6.0067 0.7766
B -5.0481 3.7231 -0.7517
B 5.3554 0.8886 3.0842
H -3.9054 6.5702 1.8350
H -3.5931 1.5449 2.5358
H 10.9576 -7.4318 1.4289
H -5.9555 -1.1195 -4.4336
H 1.9864 2.8536 0.5632
H -7.2704 -3.0633 -0.5371
H -2.7384 -0.1909 -5.6888
H 1.4596 -5.8688 -1.3328
H -3.0111 8.6808 -1.2417
H -6.3531 0.5512 -4.5051
H -3.3352 4.1431 2.3661
H -1.7866 3.9657 3.2140
H 8.0158 -2.7915 1.0595
H -8.2908 -2.4365 1.6910
H 9.2076 -5.8706 1.8224
H 4.1658 -0.6845 1.1756
H -1.1443 -6.0293 7.1570
H 4.4521 4.9526 4.2162
H -1.4198 7.4880 0.3365
H -1.8558 -4.5488 6.7441
H 3.7651 3.3496 -1.7622
H -0.6908 -5.8333 4.7358
H 7.4693 -5.4345 -1.9607
H -4.2482 5.5846 4.0577
H 5.2743 5.4629 0.5973
H -2.9623 4.9796 5.1117
H 1.9911 4.8364 -2.6446
H 10.6848 -8.6326 0.0774
H -0.0607 2.2060 -0.7094
H -1.5734 1.5832 -1.4077
H -4.5947 2.0841 -4.5854
H -0.4945 6.2088 3.4932
H 1.7120 0.0131 0.7151
H 2.1389 -0.7430 2.7912
H -4.3881 7.8066 -0.3566
H -1.1546 7.6470 2.6302
H 2.3073 -3.6839 -0.3345
H -5.7646 1.6133 0.7397
H 7.7552 -4.0262 2.4551
H -0.3199 5.7831 0.7593
H -4.4298 -1.8585 -1.7516
H 2.8968 -1.2982 4.3738
H -0.5548 -0.1224 -0.2211
H -0.6763 -0.4979 -1.9928
H -3.3823 -1.7699 -3.7261
H 1.9534 5.6972 -1.1076
H -3.1491 -0.0754 2.9291
H 5.9614 4.2238 3.4229
H -0.2219 1.9338 -2.4966
H -1.8436 -3.6554 3.8367
H -5.8781 -3.8067 0.4380
H -2.4404 -0.4125 -3.2314
H 4.3548 -2.2672 0.3891
H 2.6580 -2.7605 -5.3701
H -6.9945 -3.2182 2.5309
H -1.3958 4.2973 0.7681
H -4.0885 -1.4178 -5.6869
H -0.2326 4.5986 2.0868
H -4.6611 -1.9750 2.5660
H -2.0090 7.0365 5.1109
H -0.2487 -5.2901 -0.8812
H 6.1706 -5.2247 0.9739
H -2.9827 0.5228 1.2081
H -3.9557 -0.1656 -1.2708
H 9.7051 -7.1389 -2.1423
H 1.1600 -1.0890 -3.2312
H -0.5726 -1.1728 3.0033
H -3.3004 6.8908 -1.2201
H 4.2415 5.0567 -1.6108
H 1.2868 -4.5903 0.8661
H 1.1765 -3.0555 -6.3414
H 1.3827 3.9416 -1.3446
H -3.1400 7.6782 3.9574
H -5.0090 0.3136 -8.7869
H -0.3674 -4.4303 7.5798
H 2.2345 -4.4255 -6.0435
H -3.1733 5.6131 0.4470
H 1.9940 -3.3156 5.4101
H 5.3525 5.9736 3.1815
H -7.5568 -4.4228 0.4177
H 0.7028 -3.1463 -0.1352
H -2.5091 8.3703 1.3448
H -7.8850 -0.1289 0.5467
H -6.5603 -0.9026 -2.2004
H -5.8276 0.7852 -2.0471
H -1.2674 -3.6341 -2.2478
H 0.8559 -5.5501 5.5477
H 2.9869 3.1279 3.1684
H -3.4082 -0.3987 -8.3203
H 3.8411 -1.9177 -2.4619
H -2.8788 1.6820 -4.1663
H -4.2368 1.7267 -2.9509
H -5.5495 0.6679 -6.4560
H 5.1939 -0.7382 -0.1925
H 1.6563 -0.0020 4.2803
H -4.0521 1.4383 -6.7383
H -4.9161 -1.2485 -7.9585
H 6.5403 -4.1368 -0.3678
H -0.4243 -2.4211 -4.7530
H 6.5040 -2.9763 1.7931
H 11.7576 -7.2509 -0.1539
H 2.5083 -4.9305 -3.3122

The value obtained for the HOMO energy is -12.6 eV. Its net charge is +3. The spin multiplicity is 1. The calculation puts the orbital gap at 6.7 eV. As for the largest force on an atom: 4.323 eV/A.

These are the Löwdin partial charges, in e, on atoms 1 to 5: Cl -0.36; Cl -0.25; Cl -0.53; F 0.12; F 0.12

***

Formula: C52H104O26S13
Source: the Open Molecules 2025 dataset
Level of theory: ωB97M-V/def2-TZVPD

Positions of all 195 atoms, in Å:
S 1.9275 -1.3503 4.4446
S -5.1184 4.1606 0.4711
S -3.9417 -1.8490 -1.8375
S 0.1637 4.7868 1.9703
S 4.4167 -4.0753 -2.8109
S -2.3311 1.9724 -5.1381
S -0.5507 0.3499 7.3882
S 2.1025 3.0331 -3.8344
S 1.7942 -5.9923 2.0789
S -4.3270 -1.4550 3.3031
S 4.2714 2.3372 -0.1592
S 1.7095 -1.4371 -5.4097
S 0.6720 -1.3173 -0.1582
O -2.7215 -1.0418 -1.9582
O -1.1051 2.4060 -5.7479
O -4.2396 4.5638 -0.6031
O 1.3895 4.7130 2.7873
O 0.5789 -1.6247 4.0651
O -6.5113 4.4204 0.2781
O 2.3513 0.0385 4.4022
O 1.0724 2.1055 -3.3981
O -2.9800 -1.2076 2.8997
O 0.3608 -2.5353 -0.9216
O 2.8607 2.2932 -0.4725
O -5.0741 -1.4306 -1.0528
O -1.1580 0.9522 8.5551
O -4.9609 -0.4068 4.0310
O -0.0116 -0.9911 7.5896
O 5.2011 1.4375 -0.8836
O 1.9990 -1.2565 0.3465
O 4.0908 -4.3823 -4.1953
O 2.5014 -1.1781 -6.6189
O 2.4396 4.2318 -3.0854
O -3.1408 0.9225 -5.8145
O 2.3137 -5.2792 3.2078
O 4.1120 -5.0751 -1.8202
O 2.1084 -0.8708 -4.1295
O -0.7916 3.7272 2.1361
O 2.0752 -7.4180 1.8321
C -0.7931 -1.9330 -4.7884
C 5.2692 3.2994 2.1008
C 3.0498 -2.3486 3.4622
C 0.4977 4.9714 0.1928
C -1.2640 1.9449 5.4655
C 6.2063 -2.5222 -1.6842
C -3.6489 2.4840 1.8349
C 3.6509 1.8224 -5.6287
C 0.1421 -3.1509 -4.3073
C -1.0684 0.3917 1.0003
C 3.5060 2.0802 -4.1787
C -3.3584 3.3441 -4.7249
C -1.8366 3.0929 -2.7301
C 0.1995 2.0801 5.4796
C -5.2763 -1.9275 1.8963
C -0.3419 -5.4201 0.4337
C 0.7520 1.4121 6.7904
C 4.7720 -2.1075 -1.2037
C -4.8110 2.4832 0.8199
C 1.7841 3.4333 -5.4971
C -5.5543 -3.3927 2.0739
C -0.1419 1.1675 0.0774
C -4.4149 -3.0669 4.1728
C 4.7430 4.0948 -0.1558
C -4.0951 -3.9201 -3.5733
C -2.0154 1.6787 -3.3150
C 3.1242 -3.2928 5.7480
C -0.9711 6.9388 0.6385
C 0.0274 -5.6900 1.9804
C 2.4155 2.2994 -6.3043
C 4.0057 -2.8321 4.5229
C 1.3057 -3.2409 -5.2282
C 4.4615 2.0888 1.5379
C -0.7171 5.7757 -0.3032
C 0.2102 0.1819 -1.0134
C 4.6529 4.4602 1.3245
C -0.7516 6.3966 2.1365
C 2.2427 -2.0527 6.0283
C -4.4703 4.8789 1.9642
C 3.8451 -2.4735 -2.2965
C -4.4682 -3.9917 2.9603
C -3.4090 -3.4742 -1.2384
C 0.0216 -0.9578 -5.6870
C 2.2003 -5.2758 0.5495
C -2.6372 4.0490 -3.5431
C 6.1399 -3.7224 -2.5689
C -4.4635 -2.4310 -3.4801
C -0.5454 -1.0517 1.1829
C -4.1514 -4.4994 -2.1205
C -3.9337 3.6800 2.7491
C 0.9541 -5.6973 -0.3683
C -1.6697 0.5644 6.0122
H 3.5847 4.6312 1.6532
H 6.7993 -2.7043 -0.8464
H 2.6559 2.6406 -7.3036
H 0.9986 -6.6755 -0.7926
H 0.4800 4.0586 -0.3189
H -5.6983 -3.9824 1.1996
H -5.1896 -4.5036 -1.7905
H 0.6324 1.5530 4.6411
H -5.7409 2.1486 1.2249
H 2.3901 -3.0105 3.0229
H 1.1071 -3.4754 -6.3119
H -0.0150 -1.1231 -6.7734
H 2.3906 4.3689 -5.6382
H 2.8206 -2.4346 -2.1329
H 0.7140 3.5645 -5.6616
H 2.1724 -3.8669 -4.8802
H 3.4973 2.1133 2.0710
H -0.1807 -4.8077 2.6450
H -3.6759 -5.4848 -2.1116
H -3.5129 3.9136 -5.6593
H -2.0891 0.3868 0.6425
H -3.7402 5.5904 1.6698
H -4.6112 3.5417 3.6500
H -1.7453 2.0414 4.5085
H 0.7515 1.5357 0.5776
H 6.5541 -1.6618 -2.2726
H 4.7129 -3.5966 4.2541
H -3.5604 -3.2133 4.8390
H -3.1449 -4.0824 -3.9544
H 3.9732 4.4408 -0.9041
H -3.5171 -4.0383 2.4721
H -1.3741 -0.1950 5.2895
H -1.2182 -5.9288 0.1751
H -4.7201 -1.6172 1.0202
H 0.0097 -1.2317 2.1096
H 6.5827 -4.5976 -2.1491
H 4.5729 2.4935 -5.8963
H -0.0472 0.1045 -5.4684
H 2.6629 -1.3097 6.7611
H -1.5203 5.0732 -0.1972
H -2.6715 0.4485 6.3447
H -1.1562 0.8313 1.9675
H -1.1869 -1.5307 -3.8606
H -3.7232 -3.6227 -0.1645
H 4.9708 1.1709 1.6666
H -2.9698 4.0056 3.1450
H -5.5333 -2.1323 -3.5137
H -1.0794 1.1760 -3.3110
H -6.1419 -1.2861 2.0608
H -3.4327 4.4574 -2.8917
H -1.8115 2.6639 6.0554
H -4.2601 2.8433 -4.3329
H 4.0551 -1.9137 -3.2375
H 4.4045 -2.5824 -0.2088
H -5.3627 -3.1827 4.7351
H 2.5373 -4.1307 5.5038
H -4.7213 -4.4684 -4.2397
H 4.3991 2.5767 -3.8227
H -0.5955 -0.1903 -1.6693
H 3.6667 0.7621 -5.8097
H 1.2575 -2.3283 6.4228
H -0.4260 -4.1285 -4.2869
H -0.2864 7.7525 0.3887
H 3.3579 1.2430 -3.4367
H -2.6522 2.6259 1.4039
H 6.3448 3.3312 2.0499
H 3.7354 -3.5121 6.5917
H 3.2427 -5.4941 0.3259
H -1.3139 -1.7643 1.1303
H -4.7261 -4.9769 3.3688
H 4.7268 -1.0431 -1.1095
H -0.4651 -4.3619 0.4196
H -0.5343 2.0800 -0.3555
H 1.0720 0.3880 -1.6544
H 0.4701 3.0811 5.2545
H -1.6494 6.0540 2.7175
H -6.5155 -3.6126 2.5710
H -3.5320 1.5727 2.3682
H 1.0978 2.0595 7.5754
H 4.6186 -1.9906 4.8793
H 0.5122 -2.9298 -3.2816
H 2.2070 -4.1857 0.7298
H -2.0352 7.3032 0.5352
H 6.6355 -3.4879 -3.5194
H 5.0647 5.4199 1.5443
H -4.7167 1.9720 -0.1853
H -0.5286 -6.5756 2.3404
H 5.7829 4.2069 -0.4231
H -0.6531 5.9975 -1.3333
H 1.6250 0.8051 6.5470
H -0.7983 3.3114 -2.5048
H -2.3178 -3.5401 -1.2882
H -1.7248 -2.2458 -5.2578
H -2.8920 1.0904 -2.9608
H 1.6331 1.5729 -6.2561
H -3.9374 -1.6715 -4.1030
H 0.9347 -5.0387 -1.2403
H -0.0978 7.0682 2.6838
H 1.4107 5.4855 0.0836
H 5.1361 3.3680 3.1631
H -5.2707 5.3880 2.4322
H -2.2788 3.1306 -1.7349
H 3.3940 -1.7098 2.6699
H -1.9763 4.8356 -3.9794

The value obtained for the HOMO energy is -9.9 eV. The spin multiplicity is 1. The calculation puts the orbital gap at 10.0 eV. As for the largest force on an atom: 4.192 eV/A. The value obtained for the energy relative to the best compared isomer or geometry (same formula, charge and spin) is 3.403 eV.

These are the Löwdin partial charges, in e, on atoms 1 to 5: S 0.67; S 0.65; S 0.70; S 0.71; S 0.69